This record from the OMol25 dataset describes a 2-piece molecular cluster, C10H16S overall in a non-equilibrium geometry. The level of theory is ωB97M-V with the def2-TZVPD basis set.

Values from the calculation:
- E_LUMO (spin up / spin down) (eV) = -3.68 / -8.38
- ⟨S²⟩ = 0.75
- ΔE to the lowest compared entry with this formula, charge and spin (kcal/mol) = 53.9
- spin multiplicity = 2
- DFT total energy (a.u.) = -788.4183
- charge = +1
- max |F| (eV/A) = 5.908

Cartesian coordinates (Å):
H  -0.970  0.072  2.099
H  -0.443  -1.192  -1.936
C  -1.199  0.623  2.907
C  2.456  -1.062  0.005
C  -2.242  1.381  0.602
S  -2.326  1.972  2.289
C  0.699  -2.866  0.105
H  -2.783  0.471  0.445
H  -3.398  1.829  -1.139
H  3.310  1.276  -2.405
H  -1.173  0.978  0.409
H  4.081  0.423  -0.313
C  2.662  0.534  -1.833
H  -1.692  -0.131  3.545
H  3.134  -1.715  0.691
C  -2.865  2.407  -0.329
H  0.997  0.391  -3.304
H  -2.127  2.984  -1.038
C  1.372  -0.041  -2.408
H  -3.466  3.067  0.151
H  1.415  -3.675  0.320
H  -0.372  0.940  3.426
C  1.272  -1.627  -0.476
H  -0.155  -3.367  -0.514
C  0.612  -0.957  -1.680
H  0.110  -2.744  1.026
C  3.089  0.030  -0.647